i) Here is a structure of composition C7H12O3 from the OMol25 dataset. Energies are from the ωB97M-V functional and the def2-TZVPD basis.

Structure (ORCA input):
```
! RIJCOSX wB97M-V def2-TZVPD def2/J DEFGRID3
* xyz 0 1
C -3.82 -0.48 0.36
C -2.43 -0.62 -0.07
C -1.28 -0.62 -0.46
C 0.09 -0.52 -0.95
C 1.07 0.20 -0.01
C 1.57 -0.88 0.97
O 0.57 -1.48 1.76
C 1.51 1.49 0.61
O 0.41 1.76 -0.21
H -4.24 0.49 0.04
H -4.44 -1.28 -0.06
H -3.89 -0.53 1.46
H 0.48 -1.51 -1.24
H 0.06 -0.02 -1.93
H 2.08 -1.67 0.40
H 2.39 -0.55 1.62
H 0.09 -0.77 2.21
H 1.29 1.64 1.68
H 2.41 2.00 0.27
O 2.40 1.05 -2.01
H 1.53 1.83 -1.70
H 2.15 0.46 -2.73
*
```

## Properties
HOMO energy (spin up / spin down): -8.3 / -8.5 eV
LUMO (spin up / spin down): -0.4 / -0.1 eV
frontier orbital gap (spin up / spin down): 7.94 / 8.32 eV

=====

ii) Here is a cluster of 3 separate species, C7H12O3 in total from the OMol25 dataset. Energies are from the ωB97M-V functional and the def2-TZVPD basis.

Structure (ORCA input):
```
! RIJCOSX wB97M-V def2-TZVPD def2/J DEFGRID3
* xyz 0 1
C -1.81 0.05 -1.45
C -0.59 0.21 -0.66
C -0.36 -0.54 0.45
C 0.82 -0.36 1.18
C 1.71 0.56 0.62
O 2.98 0.55 1.09
C 1.50 1.38 -0.50
C 0.32 1.19 -1.21
H -2.64 -0.17 -0.88
H -1.79 -0.76 -2.28
H -1.98 0.90 -2.09
H -1.17 -1.21 0.85
H 1.13 -1.06 1.97
H 3.08 0.22 2.01
H 2.10 2.24 -0.81
H -0.10 1.89 -1.95
O 2.16 -2.87 -0.30
H 2.06 -1.91 0.01
H 1.69 -3.34 0.38
O -3.18 0.78 1.41
H -3.22 0.68 0.49
H -2.70 1.56 1.64
*
```

## Properties
HOMO energy: -8.5 eV
LUMO: 0.6 eV
frontier orbital gap: 9.17 eV

=====

It is ii) that is the most stable of them.

=====

i) Here is a structure of composition C27H41IrO3Se2 from the OMol25 dataset. Energies are from the ωB97M-V functional and the def2-TZVPD basis.

Structure (ORCA input):
```
! RIJCOSX wB97M-V def2-TZVPD def2/J DEFGRID3
* xyz 3 2
Ir -0.25 0.18 -0.03
C -1.03 -0.62 4.17
C -1.41 -0.03 2.85
C -0.46 0.89 2.20
C -0.94 1.82 1.25
C -0.34 3.18 1.06
C -2.08 1.40 0.54
C -2.95 0.39 1.09
C -4.25 0.15 0.42
C -2.62 -0.25 2.29
H 0.03 -0.86 4.23
H -1.64 -1.49 4.42
H -1.21 0.14 4.94
H 0.44 1.12 2.76
H -0.63 3.60 0.11
H 0.74 3.18 1.15
H -0.73 3.83 1.85
H -2.44 2.01 -0.28
H -4.17 0.21 -0.66
H -4.94 0.94 0.73
H -4.70 -0.80 0.71
H -3.33 -0.92 2.75
C 3.00 1.36 0.45
Se 2.20 -0.34 -0.01
C 2.79 -0.40 -1.87
C 2.92 -1.85 -2.36
Se 1.24 -2.79 -2.46
C 1.93 -4.56 -2.69
H 2.64 2.14 -0.21
H 4.07 1.23 0.36
H 2.74 1.54 1.49
H 3.77 0.06 -1.90
H 2.13 0.19 -2.50
H 3.59 -2.46 -1.76
H 3.28 -1.87 -3.40
H 1.09 -5.24 -2.81
H 2.53 -4.80 -1.81
H 2.56 -4.55 -3.59
C 0.13 3.04 -7.74
C 0.08 2.48 -6.36
C -0.49 1.24 -6.09
C -0.57 0.70 -4.82
C -1.25 -0.63 -4.68
C -0.03 1.46 -3.73
C 0.55 2.73 -3.98
C 1.13 3.62 -2.92
C 0.60 3.20 -5.28
C -0.11 0.94 -2.38
O 0.25 1.62 -1.34
O -0.46 -0.24 -2.06
H -0.17 2.31 -8.49
H 1.13 3.40 -7.98
H -0.54 3.89 -7.81
H -0.90 0.67 -6.92
H -1.59 -0.97 -5.65
H -2.12 -0.59 -4.01
H -0.58 -1.38 -4.26
H 1.93 3.13 -2.36
H 0.37 3.94 -2.20
H 1.55 4.52 -3.38
H 1.04 4.17 -5.47
C -2.15 -3.77 1.04
C -0.73 -4.13 1.48
C -0.07 -2.76 1.63
O -0.83 -1.87 0.80
C -1.90 -2.58 0.14
H -2.76 -3.48 1.90
H -2.66 -4.59 0.53
H -0.24 -4.72 0.71
H -0.70 -4.70 2.40
H -0.11 -2.39 2.65
H 0.97 -2.74 1.30
H -1.58 -2.88 -0.86
H -2.74 -1.90 0.05
*
```

## Properties
<S²>: 0.753
HOMO energy (spin up / spin down): -16.4 / -16.3 eV
LUMO (spin up / spin down): -10.1 / -12.4 eV
frontier orbital gap (spin up / spin down): 6.28 / 3.94 eV

=====

ii) Here is a structure of composition C27H41IrO3Se2 from the OMol25 dataset. Energies are from the ωB97M-V functional and the def2-TZVPD basis.

Structure (ORCA input):
```
! RIJCOSX wB97M-V def2-TZVPD def2/J DEFGRID3
* xyz 3 2
Ir 0.00 -0.59 0.96
C 0.76 -1.55 5.13
C 1.04 -1.70 3.67
C -0.06 -2.07 2.79
C 0.23 -2.69 1.56
C -0.67 -3.71 0.94
C 1.48 -2.34 0.98
C 2.54 -1.84 1.79
C 3.89 -1.70 1.20
C 2.31 -1.61 3.16
H -0.22 -1.11 5.32
H 1.54 -0.99 5.64
H 0.74 -2.56 5.57
H -1.01 -2.27 3.26
H -0.46 -3.84 -0.11
H -1.73 -3.48 1.08
H -0.48 -4.66 1.45
H 1.71 -2.69 -0.02
H 3.85 -1.36 0.16
H 4.35 -2.69 1.18
H 4.54 -1.05 1.78
H 3.14 -1.34 3.80
C -3.41 -1.15 1.15
Se -2.26 0.40 1.30
C -2.79 1.26 -0.39
C -2.59 2.77 -0.35
Se -0.73 3.30 -0.23
C -1.01 5.18 0.10
H -3.19 -1.69 0.24
H -4.43 -0.78 1.17
H -3.23 -1.76 2.03
H -3.85 1.04 -0.49
H -2.27 0.79 -1.23
H -3.11 3.25 0.47
H -2.94 3.21 -1.29
H -0.03 5.66 0.14
H -1.55 5.29 1.03
H -1.59 5.58 -0.73
C -0.59 -0.42 -7.22
C -0.50 -0.42 -5.73
C 0.32 0.48 -5.06
C 0.44 0.49 -3.68
C 1.40 1.48 -3.08
C -0.32 -0.45 -2.93
C -1.17 -1.38 -3.60
C -2.00 -2.43 -2.91
C -1.24 -1.33 -4.98
C -0.21 -0.48 -1.50
O -0.75 -1.38 -0.73
O 0.38 0.42 -0.78
H -0.09 0.43 -7.66
H -1.63 -0.44 -7.55
H -0.12 -1.33 -7.61
H 0.91 1.19 -5.63
H 1.88 2.05 -3.87
H 2.18 1.00 -2.49
H 0.89 2.19 -2.42
H -2.70 -1.99 -2.19
H -1.38 -3.15 -2.37
H -2.59 -2.97 -3.64
H -1.88 -2.03 -5.49
C 2.60 2.27 3.10
C 1.27 2.75 3.68
C 0.33 1.58 3.42
O 0.93 0.84 2.30
C 2.16 1.51 1.88
H 3.11 1.61 3.80
H 3.28 3.09 2.86
H 0.93 3.65 3.15
H 1.32 3.00 4.73
H 0.26 0.91 4.26
H -0.67 1.89 3.13
H 1.93 2.16 1.03
H 2.85 0.73 1.54
*
```

## Properties
<S²>: 0.753
HOMO energy (spin up / spin down): -16.4 / -16.4 eV
LUMO (spin up / spin down): -10.0 / -12.5 eV
frontier orbital gap (spin up / spin down): 6.46 / 3.94 eV

=====

It is ii) that is the most stable of them.

=====

i) Here is the molecule C6H8N2O from the OMol25 dataset. Energies are from the ωB97M-V functional and the def2-TZVPD basis.

Structure (ORCA input):
```
! RIJCOSX wB97M-V def2-TZVPD def2/J DEFGRID3
* xyz 0 1
C 0.13 -0.29 2.41
O 0.35 0.88 1.56
C 0.09 0.90 0.23
N -0.27 2.00 -0.23
C -0.55 2.10 -1.46
C -0.60 0.89 -2.37
N -0.19 -0.19 -1.94
C 0.05 -0.31 -0.56
C 0.71 -1.63 -0.11
H 0.89 -1.14 2.43
H -0.15 0.04 3.32
H -0.64 -0.82 2.19
H -1.08 2.85 -1.80
H -0.99 1.00 -3.39
H -0.21 -2.42 0.45
H 0.90 -2.19 -1.06
H 1.57 -1.65 0.33
*
```

## Properties
HOMO energy: -8.6 eV
LUMO: 0.5 eV
frontier orbital gap: 9.14 eV

=====

ii) Here is a cluster of 2 separate species, C6H8N2O in total from the OMol25 dataset. Energies are from the ωB97M-V functional and the def2-TZVPD basis.

Structure (ORCA input):
```
! RIJCOSX wB97M-V def2-TZVPD def2/J DEFGRID3
* xyz 0 1
C -0.52 -0.32 -2.44
C -0.23 0.64 -1.60
N 0.33 0.08 -0.48
C 0.35 -1.19 -0.51
C -0.20 -1.61 -1.86
H -0.78 -0.17 -3.45
H -0.05 1.72 -1.45
H 0.81 -1.96 0.06
H -0.78 -2.56 -1.99
H 0.72 -1.91 -2.49
C 0.82 1.46 2.63
N -0.35 0.63 2.62
C -1.09 0.13 1.85
O -2.01 -0.30 1.27
H 1.48 1.33 3.44
H 1.16 1.58 1.59
H 0.32 2.44 2.79
*
```

## Properties
HOMO energy: -9.3 eV
LUMO: 0.9 eV
frontier orbital gap: 10.17 eV

=====

It is ii) that is the most stable of them.

=====

i) Here is the molecule C6H8N2O from the OMol25 dataset. Energies are from the ωB97M-V functional and the def2-TZVPD basis.

Structure (ORCA input):
```
! RIJCOSX wB97M-V def2-TZVPD def2/J DEFGRID3
* xyz 0 1
C -1.65 -0.14 -3.30
C -0.94 -0.08 -2.15
N -1.17 -0.02 -0.79
C 0.00 0.20 -0.05
C 0.08 0.24 1.28
C 1.26 0.34 2.25
N 1.11 0.38 -0.88
C 0.93 0.20 -2.18
O 1.65 0.16 -3.13
H -2.69 -0.11 -3.29
H -1.14 -0.35 -4.13
H -1.99 -0.27 -0.15
H -0.82 -0.26 1.76
H 0.97 0.64 3.32
H 2.08 0.83 1.88
H 1.75 -0.65 2.47
H 2.01 0.04 -0.52
*
```

## Properties
HOMO energy: -7.8 eV
LUMO: 0.7 eV
frontier orbital gap: 8.56 eV

=====

ii) Here is a structure of composition C6H8N2O from the OMol25 dataset. Energies are from the ωB97M-V functional and the def2-TZVPD basis.

Structure (ORCA input):
```
! RIJCOSX wB97M-V def2-TZVPD def2/J DEFGRID3
* xyz 0 1
C -2.30 -0.88 -0.01
C -0.99 -0.21 -0.02
C 0.17 -0.78 0.09
C 1.40 0.05 0.00
C 2.68 -0.60 0.00
C 0.04 2.04 0.11
H -3.32 -0.48 -1.03
H -2.99 -0.58 0.97
H -2.53 -2.05 0.05
H 0.70 -1.98 0.07
H 3.08 -1.03 0.95
H 3.32 0.47 -0.67
H 2.74 -1.48 -0.53
H -2.14 1.78 0.00
N 1.27 1.36 0.00
N -1.04 1.11 0.01
O -0.09 3.27 0.01
*
```

## Properties
HOMO energy: -9.1 eV
LUMO: 0.3 eV
frontier orbital gap: 9.34 eV

=====

iii) Here is a structure of composition C6H8N2O from the OMol25 dataset. Energies are from the ωB97M-V functional and the def2-TZVPD basis.

Structure (ORCA input):
```
! RIJCOSX wB97M-V def2-TZVPD def2/J DEFGRID3
* xyz 0 1
C 1.61 1.18 0.30
C 1.62 -1.27 -0.05
C 0.20 -0.82 -0.23
C 0.30 0.53 -0.26
C -0.99 1.35 -0.23
C -2.29 -0.64 0.22
H 2.18 2.23 -0.37
H 1.55 1.54 1.36
H 1.79 -1.91 -0.98
H 1.73 -2.01 0.76
H -0.97 2.36 0.35
H -1.40 1.64 -1.21
H -3.23 -1.08 0.83
H -1.13 -2.28 -0.79
N -2.30 0.59 0.04
N -1.08 -1.32 0.17
O 2.41 -0.10 0.08
*
```

## Properties
HOMO energy: -8.3 eV
LUMO: 0.3 eV
frontier orbital gap: 8.57 eV

=====

It is i) that is the most stable of them.